The following is a quantum chemistry calculation of a structure of composition C9H7Cl2CoIN7OS, from OMol25.

- Kohn-Sham gap (alpha / beta): 7.61 / 7.22 eV
- Spin multiplicity: 4
- HOMO level (alpha / beta): -5.50 / -5.51 eV
- Net charge: -1
- LUMO (alpha / beta): 2.118 / 1.710 eV

Element x y z (Å)
1 Co -1.242 -0.154 -1.746
2 Cl -0.361 0.899 2.087
3 C -0.605 0.080 3.621
4 Cl 0.927 -0.450 4.370
5 H -1.220 -0.793 3.450
6 H -1.085 0.770 4.304
7 N 3.243 2.678 -0.515
8 C 2.731 1.420 -0.711
9 C 1.347 1.232 -0.867
10 N 0.844 0.029 -1.015
11 C 1.678 -1.019 -1.014
12 C 3.031 -0.818 -0.871
13 N 3.570 0.398 -0.722
14 H 2.673 3.470 -0.752
15 H 4.238 2.773 -0.620
16 H 0.659 2.070 -0.873
17 H 1.243 -2.000 -1.148
18 H 3.719 -1.654 -0.886
19 I -0.777 0.492 -4.196
20 S -1.907 4.154 0.076
21 C -1.850 2.622 -0.500
22 N -1.797 1.538 -0.930
23 O -1.290 -2.112 -1.762
24 N -1.594 -1.789 -0.535
25 C -2.634 -2.365 -0.029
26 C -3.377 -3.393 -0.727
27 N -3.959 -4.222 -1.266
28 C -2.974 -2.045 1.342
29 N -3.231 -1.808 2.435

The following is a quantum chemistry calculation of a cluster of 2 separate species, CH2F3N2 in total, from OMol25.

- Kohn-Sham gap (alpha / beta): 9.00 / 8.98 eV
- HOMO level (alpha / beta): -18.41 / -17.96 eV
- Net charge: +1
- LUMO (alpha / beta): -9.411 / -8.987 eV

Element x y z (Å)
1 C -0.172 0.493 0.145
2 N -0.405 -0.673 0.712
3 N 0.933 1.067 -0.322
4 F -1.212 1.281 -0.045
5 F -0.116 -0.243 -2.345
6 F 2.016 0.387 -0.231
7 H 0.245 -1.461 0.937
8 H -1.289 -0.852 1.150

The following is a quantum chemistry calculation of a structure of composition C48H60CuFN4O3SiTe, from OMol25.

- Kohn-Sham gap: 5.00 eV
- HOMO level: -0.96 eV
- Net charge: -2
- LUMO: 4.043 eV

Element x y z (Å)
1 Cu -0.411 -0.989 -2.700
2 O -3.385 -5.096 -4.539
3 C -4.333 -4.173 -4.303
4 C -5.663 -4.510 -4.564
5 C -6.671 -3.580 -4.377
6 C -6.375 -2.305 -3.902
7 C -5.057 -1.985 -3.602
8 C -4.029 -2.898 -3.797
9 C -2.635 -2.508 -3.413
10 O -2.447 -1.542 -2.656
11 N -1.666 -3.314 -3.889
12 N -0.463 -2.745 -3.666
13 C 0.616 -3.434 -3.712
14 C 1.812 -2.717 -3.275
15 C 3.115 -3.082 -3.612
16 C 4.171 -2.328 -3.140
17 C 3.913 -1.207 -2.360
18 C 2.595 -0.891 -2.073
19 N 1.565 -1.647 -2.494
20 H -2.508 -4.647 -4.362
21 H -5.883 -5.509 -4.925
22 H -7.695 -3.848 -4.614
23 H -7.162 -1.573 -3.762
24 H -4.788 -1.015 -3.201
25 H 0.624 -4.480 -4.008
26 H 3.274 -3.942 -4.252
27 H 5.192 -2.602 -3.387
28 H 4.712 -0.597 -1.960
29 H 2.293 -0.036 -1.463
30 F -1.695 -1.206 0.053
31 C 0.383 -1.564 2.653
32 C -1.143 -1.366 2.737
33 C -1.383 0.155 2.638
34 C -1.631 -1.880 4.099
35 Si -1.992 -2.214 1.266
36 C -1.209 -3.860 0.741
37 C -1.028 -4.829 1.916
38 C -2.068 -4.547 -0.336
39 C 0.158 -3.577 0.087
40 C -3.889 -2.259 1.371
41 C -4.429 -0.951 1.969
42 C -4.472 -2.364 -0.055
43 C -4.404 -3.430 2.222
44 H 0.860 -0.993 3.460
45 H 0.782 -1.183 1.707
46 H 0.674 -2.613 2.769
47 H -0.774 0.662 3.400
48 H -2.427 0.430 2.804
49 H -1.074 0.540 1.659
50 H -1.109 -1.340 4.904
51 H -1.429 -2.951 4.231
52 H -2.706 -1.721 4.240
53 H -1.990 -5.144 2.339
54 H -0.432 -4.392 2.725
55 H -0.504 -5.732 1.569
56 H -3.019 -4.916 0.060
57 H -1.518 -5.408 -0.742
58 H -2.281 -3.873 -1.173
59 H 0.908 -3.239 0.804
60 H 0.087 -2.816 -0.696
61 H 0.529 -4.502 -0.378
62 H -4.088 -0.079 1.401
63 H -4.140 -0.817 3.015
64 H -5.527 -0.971 1.929
65 H -3.970 -1.691 -0.756
66 H -5.539 -2.100 -0.030
67 H -4.398 -3.375 -0.461
68 H -4.052 -3.367 3.259
69 H -4.090 -4.398 1.819
70 H -5.504 -3.420 2.238
71 C 4.820 6.116 5.613
72 C 4.279 5.221 4.523
73 C 4.186 3.852 4.688
74 C 3.654 3.023 3.685
75 C 3.634 1.529 3.976
76 C 3.190 3.543 2.464
77 Te 1.755 2.262 1.039
78 N 0.689 1.206 -0.621
79 C -0.110 1.599 -1.546
80 O -0.474 0.929 -2.626
81 C -0.750 2.986 -1.559
82 C -1.142 3.618 -0.381
83 C -1.773 4.859 -0.407
84 C -2.026 5.495 -1.617
85 C -1.635 4.877 -2.802
86 C -1.010 3.634 -2.770
87 C 3.136 2.723 -0.514
88 C 2.630 3.353 -1.657
89 C 3.439 3.652 -2.747
90 C 4.789 3.325 -2.710
91 C 5.303 2.692 -1.587
92 C 4.502 2.376 -0.481
93 C 5.135 1.655 0.685
94 C 3.312 4.951 2.303
95 C 2.863 5.638 1.031
96 C 3.841 5.754 3.313
97 H 5.113 5.532 6.489
98 H 4.071 6.847 5.931
99 H 5.696 6.677 5.274
100 H 4.534 3.402 5.618
101 H 4.655 1.138 4.068
102 H 3.133 0.982 3.180
103 H 3.118 1.315 4.920
104 H -0.954 3.125 0.562
105 H -2.076 5.328 0.523
106 H -2.535 6.452 -1.638
107 H -1.838 5.356 -3.755
108 H -0.725 3.129 -3.684
109 H 1.575 3.606 -1.692
110 H 3.008 4.124 -3.624
111 H 5.435 3.546 -3.553
112 H 6.352 2.409 -1.569
113 H 6.139 1.306 0.422
114 H 4.521 0.800 0.983
115 H 5.206 2.308 1.557
116 H 1.850 5.331 0.764
117 H 3.501 5.364 0.187
118 H 2.889 6.725 1.142
119 H 3.916 6.829 3.154

The following is a quantum chemistry calculation of a structure of composition C44H29F9N4PRu, from OMol25.

- Kohn-Sham gap (alpha / beta): 5.38 / 5.90 eV
- Spin multiplicity: 2
- HOMO level (alpha / beta): -13.06 / -13.12 eV
- Net charge: +2
- LUMO (alpha / beta): -7.672 / -7.220 eV

Element x y z (Å)
1 Ru -0.397 -1.020 0.548
2 C -0.359 -2.955 -3.422
3 C 0.069 -2.218 -2.311
4 N -0.560 -2.244 -1.146
5 C -1.640 -3.080 -1.008
6 C -2.173 -3.790 -2.086
7 C -1.494 -3.710 -3.321
8 C -3.344 -4.564 -1.877
9 C -3.922 -4.599 -0.639
10 C -3.350 -3.930 0.459
11 C -2.183 -3.204 0.308
12 N -1.453 -2.508 1.268
13 C -1.481 -2.660 2.640
14 C -2.151 -3.625 3.379
15 C -2.062 -3.647 4.779
16 C -1.288 -2.743 5.457
17 C -0.530 -1.776 4.733
18 C 0.376 -0.890 5.351
19 C 1.140 -0.058 4.579
20 C 0.978 -0.084 3.192
21 N 0.109 -0.873 2.577
22 C -0.637 -1.736 3.340
23 H 0.201 -2.891 -4.345
24 H 0.937 -1.578 -2.379
25 H -1.869 -4.265 -4.173
26 H -3.770 -5.118 -2.704
27 H -4.830 -5.165 -0.484
28 H -3.856 -3.977 1.408
29 H -2.718 -4.400 2.894
30 H -2.606 -4.408 5.322
31 H -1.214 -2.775 6.536
32 H 0.475 -0.895 6.430
33 H 1.868 0.613 5.014
34 H 1.583 0.557 2.560
35 C -4.462 1.617 0.112
36 C -3.995 0.873 -0.958
37 C -2.840 0.129 -0.806
38 N -2.152 0.112 0.349
39 C -2.627 0.808 1.397
40 C -3.772 1.576 1.309
41 H -5.361 2.211 0.016
42 H -4.515 0.862 -1.906
43 H -2.448 -0.470 -1.615
44 H -2.072 0.734 2.321
45 H -4.113 2.126 2.177
46 F 7.557 0.976 0.623
47 C 6.728 0.461 1.539
48 F 6.879 1.172 2.665
49 F 7.116 -0.793 1.790
50 C 5.296 0.523 1.059
51 C 4.548 -0.631 0.910
52 C 3.231 -0.537 0.478
53 C 2.669 0.702 0.197
54 C 3.435 1.860 0.340
55 C 4.746 1.771 0.773
56 P 0.954 0.763 -0.377
57 C 0.373 2.466 -0.066
58 C -0.107 2.793 1.199
59 C -0.559 4.072 1.484
60 C -0.535 5.038 0.491
61 C -0.044 4.735 -0.770
62 C 0.413 3.455 -1.046
63 C -1.044 6.436 0.755
64 F -2.067 6.722 -0.065
65 F -0.088 7.346 0.541
66 F -1.478 6.577 2.013
67 C 1.113 0.717 -2.197
68 C 2.307 0.359 -2.817
69 C 2.362 0.182 -4.196
70 C 1.223 0.370 -4.958
71 C 0.038 0.777 -4.361
72 C -0.014 0.950 -2.989
73 C 1.256 0.169 -6.455
74 F 0.147 -0.467 -6.870
75 F 2.309 -0.563 -6.832
76 F 1.313 1.340 -7.100
77 H 4.987 -1.594 1.128
78 H 2.646 -1.446 0.354
79 H 3.007 2.832 0.123
80 H 5.345 2.665 0.891
81 H -0.134 2.050 1.981
82 H -0.924 4.319 2.472
83 H -0.016 5.497 -1.538
84 H 0.798 3.239 -2.035
85 H 3.204 0.201 -2.233
86 H 3.289 -0.109 -4.671
87 H -0.838 0.957 -4.970
88 H -0.935 1.290 -2.535

The following is a quantum chemistry calculation of a structure of composition C10H11O9S2Ti, from OMol25.

- Kohn-Sham gap (alpha / beta): 6.65 / 9.33 eV
- Spin multiplicity: 2
- HOMO level (alpha / beta): -7.96 / -10.64 eV
- Net charge: 0
- LUMO (alpha / beta): -1.311 / -1.307 eV

Element x y z (Å)
1 Ti -0.608 0.250 -1.345
2 C -1.401 -4.392 -0.907
3 C -0.098 -3.840 -1.458
4 C 0.829 -4.712 -2.253
5 O -0.621 0.756 -3.033
6 C 0.287 -2.441 -0.967
7 O 1.220 -2.094 -0.240
8 O -0.716 -1.596 -1.377
9 H -2.006 -3.485 -0.671
10 H -1.219 -4.929 0.039
11 H -1.821 -5.073 -1.654
12 H 1.306 -4.039 -2.991
13 H 0.278 -5.522 -2.740
14 H 1.616 -5.050 -1.539
15 H -0.312 1.690 -2.956
16 O 1.164 0.668 -0.796
17 S 1.341 2.260 -0.716
18 O 0.554 2.826 -1.785
19 O 2.692 2.696 -0.694
20 C 0.795 2.581 0.940
21 C 1.803 2.709 1.910
22 C 1.521 3.103 3.219
23 C 0.168 3.364 3.617
24 C -0.799 2.805 2.776
25 C -0.496 2.535 1.443
26 S -1.913 1.920 0.474
27 O -3.112 1.897 1.256
28 O -2.027 2.405 -0.909
29 O -1.664 0.361 0.247
30 H 2.857 2.548 1.684
31 H 2.320 3.273 3.972
32 H -0.106 3.967 4.474
33 H -1.833 2.559 2.978